# 1
Entry from the OMol25 dataset: 2 unconnected molecules or ions with the total composition F2HNOS (ωB97M-V/def2-TZVPD).

Properties
- HOMO-LUMO gap (eV) = 8.789
- ΔE to the lowest compared entry with this formula, charge and spin (kcal/mol) = 71.6
- SMILES = FSF.N=O
- LUMO (eV) = -0.49
- molecular weight (g mol⁻¹) = 101.1
- total charge = 0

XYZ file:
```
6
Properties=species:S:1:pos:R:3:nbo_charge:R:1
F 0.80114 1.86283 0.51763 -0.4651
S 2.06542 0.83683 0.41507 0.9412
F 1.22368 -0.28768 -0.40313 -0.4755
N -1.69301 -0.72179 -0.27886 -0.0383
O -1.14827 -0.28696 0.74002 -0.2308
H -1.24897 -1.40323 -0.99072 0.2685
```


# 2
Entry from the OMol25 dataset: a single F2HOPS molecule (ωB97M-V/def2-TZVPD).

Properties
- HOMO-LUMO gap (eV) = 9.770
- ΔE to the lowest compared entry with this formula, charge and spin (kcal/mol) = 26.8
- SMILES = OP(F)(F)=S
- LUMO (eV) = -0.20
- molecular weight (g mol⁻¹) = 118.0
- total charge = 0

XYZ file:
```
6
Properties=species:S:1:pos:R:3:nbo_charge:R:1
O -1.02973 -0.79789 0.15582 -0.9635
P 0.37538 0.00030 0.06961 2.0546
F 0.10285 1.12134 1.17160 -0.5523
F -0.14965 0.89271 -1.11371 -0.5657
S 2.33793 -0.84970 0.11890 -0.4833
H -1.63679 -0.36676 -0.40221 0.5103
```


# 3
Entry from the OMol25 dataset: a single F2HP molecule (ωB97M-V/def2-TZVPD).

Properties
- HOMO-LUMO gap (eV) = 6.322
- ΔE to the lowest compared entry with this formula, charge and spin (kcal/mol) = 91.3
- SMILES = FPF
- LUMO (eV) = -1.50
- molecular weight (g mol⁻¹) = 70.0
- total charge = 0

XYZ file:
```
4
Properties=species:S:1:pos:R:3:nbo_charge:R:1
F 0.45695 1.54538 -0.21964 -0.4980
P -0.01186 -0.02043 0.00996 0.8900
F -0.11008 -1.14238 -1.18304 -0.4935
H -0.33502 -0.38258 1.39272 0.1015
```


# 4
Entry from the OMol25 dataset: a molecular structure, F2INO3S (ωB97M-V/def2-TZVPD).

Properties
- HOMO-LUMO gap (alpha / beta) (eV) = 7.411 / 6.611
- LUMO (alpha / beta) (eV) = -0.93 / -3.27
- multiplicity = 3
- <S²> = 2.012
- molecular weight (g mol⁻¹) = 259.0
- total charge = 0

XYZ file:
```
8
Properties=species:S:1:pos:R:3:nbo_charge:R:1
N 0.08047 0.49172 1.24489 0.1305
O 1.85675 -0.40667 -0.45077 -0.9241
O -0.26931 0.40282 -1.28973 -1.0461
O -1.50069 -2.20034 -0.45552 -0.6701
F 0.71886 1.25558 2.20898 -0.2425
F -1.08565 1.13490 1.08842 -0.2183
S 1.02015 0.76039 -0.39311 1.5898
I -0.82057 -1.43840 -1.95316 1.3808
```


Look up the molecular weight of the first one. 101.1 g mol⁻¹


Number 3 is which compound? F2HP


What did the fourth record say?
Entry from the OMol25 dataset: a molecular structure, F2INO3S (ωB97M-V/def2-TZVPD).

Properties
- HOMO-LUMO gap (alpha / beta) (eV) = 7.411 / 6.611
- LUMO (alpha / beta) (eV) = -0.93 / -3.27
- multiplicity = 3
- <S²> = 2.012
- molecular weight (g mol⁻¹) = 259.0
- total charge = 0

XYZ file:
```
8
Properties=species:S:1:pos:R:3:nbo_charge:R:1
N 0.08047 0.49172 1.24489 0.1305
O 1.85675 -0.40667 -0.45077 -0.9241
O -0.26931 0.40282 -1.28973 -1.0461
O -1.50069 -2.20034 -0.45552 -0.6701
F 0.71886 1.25558 2.20898 -0.2425
F -1.08565 1.13490 1.08842 -0.2183
S 1.02015 0.76039 -0.39311 1.5898
I -0.82057 -1.43840 -1.95316 1.3808
```